# 1
Here is C3N2O in the gas phase at a distorted geometry from the Open Molecules 2025 dataset. Energies are from wB97M-V/def2-TZVPD.

Each line ends with the Mulliken charge.
CARTESIAN COORDINATES (ANGSTROEM)
C -1.294 -0.393 -0.069  0.263
N -2.420 -0.595 0.110  -0.305
C -0.004 0.304 -0.093  0.451
C 1.347 -0.291 -0.055  0.208
N 2.472 -0.524 0.103  -0.284
O -0.101 1.499 0.004  -0.333

Computed properties:
- charge = 0
- gap between HOMO and LUMO (eV) = 10.44
- LUMO (Ha) = -0.07631
- SMILES string = N#CC(=O)C#N

---

# 2
Here is a gas-phase ion, C3N3O2 (charge -1) at a distorted geometry from the Open Molecules 2025 dataset. Energies are from wB97M-V/def2-TZVPD.

Each line ends with the Mulliken charge.
CARTESIAN COORDINATES (ANGSTROEM)
C 2.437 0.153 -0.095  0.415
C 0.133 -0.368 0.351  0.625
C -2.335 0.294 -0.213  0.528
N 1.229 0.298 0.343  -0.440
O -0.331 -1.427 0.523  -0.465
N 3.496 0.297 -0.606  -0.571
O -1.239 0.734 0.194  -0.533
N -3.390 0.019 -0.497  -0.558

Computed properties:
- charge = -1
- gap between HOMO and LUMO (eV) = 9.65
- LUMO (Ha) = 0.14133
- SMILES string = N#C/N=C(\[O-])OC#N

---

# 3
Here is C3N4O in the gas phase at a distorted geometry from the Open Molecules 2025 dataset. Energies are from wB97M-V/def2-TZVPD.

Each line ends with the Mulliken charge.
CARTESIAN COORDINATES (ANGSTROEM)
N 2.185 -0.508 0.376  -0.229
O -3.313 0.729 0.165  -0.409
N -0.164 -0.991 -0.094  -0.363
C -2.354 0.105 -0.045  0.523
C 1.477 1.014 -0.019  0.005
N 2.682 0.690 -0.206  -0.213
C 0.897 -0.415 0.033  0.613
N -1.410 -0.624 -0.211  0.073

Computed properties:
- charge = 0
- gap between HOMO and LUMO (alpha / beta) (eV) = 8.38 / 8.38
- LUMO (alpha / beta) (Ha) = -0.05298 / -0.05297
- SMILES string = O=C=N/N=C1\C2=NN21

---

# 4
Here is a gas-phase ion, C3NO4S2 (charge -1) at a distorted geometry from the Open Molecules 2025 dataset. Energies are from wB97M-V/def2-TZVPD.

Each line ends with the Mulliken charge.
CARTESIAN COORDINATES (ANGSTROEM)
O -0.505 1.316 -0.105  -0.294
C 2.811 -0.103 -0.011  0.565
O 1.813 0.843 -0.156  -0.117
O -3.769 -0.377 0.781  -0.555
S 2.141 -1.386 0.972  -0.477
C -0.426 -0.029 -0.606  -0.269
N -1.688 -0.594 -0.285  -0.081
S 0.537 0.410 0.735  0.265
C -2.676 -0.479 0.337  0.509
O 3.817 0.065 -0.602  -0.546

Computed properties:
- charge = -1
- gap between HOMO and LUMO (eV) = 7.38
- LUMO (Ha) = 0.11972

---

# 5
Here is a molecular structure, C3O3Yb at a distorted geometry from the Open Molecules 2025 dataset. Energies are from wB97M-V/def2-TZVPD.

Each line ends with the Löwdin spin population.
CARTESIAN COORDINATES (ANGSTROEM)
C 3.285 -1.109 -0.246  0.000
C -1.625 -0.531 -0.004  0.058
O 2.454 -0.341 -0.170  0.002
C -1.765 0.612 -0.752  0.576
O -2.480 -1.477 -0.025  0.332
O -1.048 0.133 1.056  -0.033
Yb 0.498 1.185 -0.157  0.065

Computed properties:
- spin multiplicity = 2
- charge = +1
- gap between HOMO and LUMO (alpha / beta) (eV) = 8.34 / 7.87
- LUMO (alpha / beta) (Ha) = -0.20376 / -0.22441

---

# 6
Here is a molecular structure, C40H100AsF6N10O5 at a distorted geometry from the Open Molecules 2025 dataset. Energies are from wB97M-V/def2-TZVPD.

Each line ends with the Mulliken charge.
CARTESIAN COORDINATES (ANGSTROEM)
H 8.923 7.491 -4.837  0.411
C -3.308 -5.676 -6.698  -1.260
H -1.175 6.042 11.766  0.334
H 7.485 -4.065 -15.694  0.329
H 0.746 -6.275 -7.075  0.302
H -9.442 10.063 -0.360  0.363
H -4.362 -11.595 8.848  0.333
C 0.515 -4.469 -3.314  -0.615
O 5.692 -3.718 -13.459  -0.379
H 1.210 5.493 10.844  0.458
C 8.131 -4.181 -13.730  0.175
H 7.538 10.258 4.445  0.361
C -5.454 -6.467 1.917  -0.105
H 9.292 -2.562 -14.607  0.399
C -5.137 -4.056 2.483  -0.265
C 0.163 -3.291 -5.463  -0.615
C 4.865 -3.425 -12.315  -0.753
O 0.307 4.744 12.438  -0.314
C 6.860 8.398 3.737  0.161
H 3.203 2.193 12.765  0.350
C -8.479 9.866 -0.811  -0.097
H 4.876 8.554 4.829  0.405
C -6.115 -7.579 2.360  -0.838
H 3.333 2.805 10.171  0.416
H 3.267 10.547 4.095  0.301
H 5.336 9.622 -4.591  -0.357
N -5.884 -5.363 2.722  0.134
H 1.237 -10.352 7.819  0.418
H -4.735 -3.610 3.387  0.338
H 1.320 -4.253 -2.597  0.374
C -1.035 5.041 12.098  -0.772
H -4.458 -4.324 1.717  0.235
H 1.576 2.204 12.478  0.384
H -0.184 -5.061 -2.670  0.274
H 7.053 6.638 5.151  0.321
H 4.924 11.386 4.406  0.272
N -1.960 -10.622 7.415  0.113
H -4.721 -6.375 1.188  0.383
C -8.318 -7.592 3.366  -0.038
H -7.533 -5.253 4.170  0.390
C -1.802 2.935 -3.341  0.255
C 3.437 3.776 10.622  -1.482
H 7.545 5.109 -4.424  0.284
H 0.614 -4.625 -7.799  0.430
H -3.423 -9.121 7.174  0.345
H -5.131 -10.092 8.194  0.283
O -7.446 9.398 -0.106  -0.337
O 9.452 5.591 -3.991  -0.212
H -2.209 -12.767 7.452  0.370
F -4.538 0.360 -0.960  -0.356
N -0.266 -11.931 7.514  0.028
H 0.490 -2.342 -3.498  0.529
H 9.710 -3.032 -12.922  0.368
H -6.918 6.507 -5.234  -0.047
C -1.865 -5.018 -6.895  -0.150
H 8.186 4.570 -2.805  0.282
H -7.807 11.307 2.199  0.338
C 8.366 5.043 -3.729  -0.114
H -0.063 -13.770 8.303  0.344
C -6.827 9.414 2.157  0.259
N 7.490 9.702 3.553  -0.258
F -5.628 -1.486 -1.880  -0.384
C 5.242 8.628 3.766  -0.559
H -4.078 -5.060 -7.060  0.353
H -7.379 7.666 1.081  0.350
H 4.891 7.690 3.263  0.311
C 0.235 -10.667 7.671  -0.330
H -0.707 -8.760 7.760  0.378
H -10.080 5.346 -2.953  0.066
N 2.403 2.799 12.733  -0.260
C -7.700 8.727 1.115  -0.604
H 10.569 6.941 -5.146  0.249
As -4.254 -0.639 -2.334  1.549
H -5.745 -2.229 1.390  0.301
H 8.186 -5.553 -15.399  0.366
N 0.308 -4.776 -5.667  0.489
H 5.210 -2.427 -11.786  0.263
C 7.349 7.727 4.998  -1.425
H -3.389 -5.889 -5.633  0.378
H -0.807 3.403 -1.774  0.310
C -7.256 9.078 3.571  -1.344
H -1.554 4.428 11.359  0.323
H 1.205 -6.279 -4.473  0.401
H 0.674 3.784 10.602  0.402
H 10.191 -3.908 -14.393  0.436
C 4.254 10.820 3.640  -0.638
H -3.854 -10.734 6.620  0.338
O 4.971 9.743 2.997  -0.407
H 4.819 -4.171 -11.545  0.307
C 0.993 -5.200 -6.978  -1.258
H -3.260 -6.634 -7.300  0.318
C -4.144 -10.481 8.646  -0.872
H -1.471 -5.649 -7.716  0.221
H 2.169 -4.742 -4.655  0.416
H 7.203 -3.132 -12.148  0.481
H 3.278 4.596 9.905  0.373
F -10.342 8.761 -0.559  -0.613
H -3.829 -9.922 9.495  0.322
H 1.099 -2.815 -5.741  0.390
H 7.077 7.833 2.805  0.331
H -6.686 11.238 0.971  0.354
H -2.855 3.187 -5.227  0.333
C -1.873 2.782 -4.866  -1.067
F -5.036 0.151 -3.690  -0.351
C 9.480 6.512 -5.059  -0.779
C 1.140 4.535 11.324  -0.839
C -0.009 -3.165 -3.927  -0.278
C -0.821 -9.825 7.595  -0.290
N -7.137 -7.067 3.129  0.218
H -1.930 -3.991 -7.244  0.454
H -1.059 -3.097 -3.645  -0.018
F -2.542 0.364 -2.899  -0.571
H 0.040 3.015 -3.262  0.292
H -1.559 4.996 13.106  0.263
H 6.974 -2.253 -13.588  0.396
H -5.770 9.210 1.967  0.297
H -8.366 10.109 -1.868  0.360
H -6.487 -3.662 0.763  0.320
H 1.227 -3.185 -9.302  -0.233
H -0.715 -3.063 -6.070  0.124
C 0.583 -13.190 7.724  -0.816
N -0.785 2.945 -2.661  -0.108
H 1.503 -12.929 8.264  0.331
H -8.624 -8.564 3.043  0.310
C 9.386 -3.374 -13.900  -1.402
H -1.652 -4.996 -4.834  0.500
F -3.363 -2.028 -2.737  -0.244
H -6.740 9.498 4.454  0.410
H -2.834 2.667 -2.903  0.223
H 3.833 -3.283 -12.600  0.296
H 2.040 -5.015 -6.811  0.338
H 6.919 10.258 2.913  0.329
C -6.184 -3.189 1.752  -1.075
H 7.003 8.296 5.848  0.433
H -8.707 8.879 1.459  0.456
H 6.712 -5.191 -14.800  0.356
C 2.522 3.986 11.779  0.297
H -7.239 7.979 3.742  0.342
H -0.934 3.114 -5.320  0.402
H 8.212 -5.070 -13.125  0.296
H -8.312 9.407 3.838  0.393
C 7.031 -3.266 -13.201  -0.673
N -6.919 10.974 1.978  -0.313
C -3.356 -10.199 7.432  -0.656
H -1.997 1.704 -5.196  0.309
H 3.962 11.438 2.798  0.276
H 0.796 -13.396 6.693  0.349
H 8.464 9.686 3.248  0.373
C 1.184 -5.194 -4.501  -0.589
H -6.194 11.369 2.564  0.369
H 4.431 3.746 10.967  0.437
H -0.978 -6.445 -5.701  0.274
H -9.113 -7.129 3.905  0.234
N 7.610 -4.777 -15.030  -0.288
H 2.911 4.840 12.322  0.222
C -1.555 -11.903 7.388  0.011
H -7.058 -2.954 2.266  0.384
H 9.282 5.917 -5.886  0.390
C -6.917 -5.760 3.414  -0.082
H 8.441 7.599 5.009  0.413
C -1.086 -5.382 -5.672  -1.109
H 2.302 3.131 13.730  0.407

Computed properties:
- charge = +7
- gap between HOMO and LUMO (eV) = 0.68
- LUMO (Ha) = -0.44185

---

# 7
Here is 9 unconnected molecules or ions with the total composition C40H100N6O12 at a distorted geometry from the Open Molecules 2025 dataset. Energies are from wB97M-V/def2-TZVPD.

Each line ends with the Mulliken charge.
CARTESIAN COORDINATES (ANGSTROEM)
C 0.509 0.340 -4.263  0.893
H 0.090 1.335 -2.375  0.172
H -6.115 -4.760 0.220  0.428
O 2.502 -0.213 5.943  -0.192
H -6.108 -5.655 -1.202  0.390
C 4.236 -3.244 -2.831  -0.026
H -7.741 4.584 0.062  0.384
H 5.578 2.702 -1.438  0.227
H -2.474 3.545 2.403  0.153
H -3.937 -5.320 1.105  0.400
H -6.317 -3.852 -1.334  0.298
H 2.953 6.258 0.859  0.482
C -5.816 -4.675 -0.825  -1.769
H -6.540 4.588 -0.933  0.468
H 5.508 2.631 5.302  0.410
C -3.684 -3.251 -0.627  -1.340
H -1.844 0.080 5.777  0.229
H -5.562 5.181 1.080  0.505
O 4.106 1.404 -2.185  0.064
H -3.866 -4.559 -5.508  0.500
H 6.032 -2.015 -2.117  0.478
O 1.615 -1.884 0.756  -0.498
H 4.564 0.010 5.864  0.090
H 3.824 1.184 6.904  0.314
C -3.282 3.778 1.710  -1.351
H 2.939 3.667 2.592  -0.462
C 0.534 -2.141 -0.115  -0.637
C 0.829 1.030 1.198  -1.295
C 6.199 -6.105 -1.445  -0.799
H 0.187 0.862 0.334  -0.169
H -6.992 1.274 0.647  0.333
H 4.649 -1.172 -2.031  -0.142
H -6.312 1.735 2.279  0.388
H 2.878 -3.245 -1.297  0.166
H 1.390 -0.900 -2.717  -0.007
H 4.148 2.831 4.241  0.022
O -5.076 1.755 -0.727  -0.402
H -6.630 4.407 2.286  0.475
H -2.573 -2.409 -3.132  -0.013
H -2.602 -5.154 -4.619  0.199
C -2.451 2.468 -0.248  -2.269
H 0.300 0.414 1.924  0.435
C -3.180 -4.236 -4.725  -1.724
H 3.697 1.464 -1.318  0.050
H 4.547 5.375 3.355  0.308
H 0.036 -1.422 -0.765  0.077
C 5.737 1.581 3.433  -0.601
H -2.751 2.237 -4.106  0.383
C 0.163 -0.204 5.734  0.738
C 3.740 0.152 6.564  -0.718
C -4.251 -4.628 -1.010  1.629
H 2.025 1.652 -3.884  0.204
N 1.712 1.014 -4.602  -0.736
C -3.473 1.253 1.648  -1.528
H -3.208 -6.440 -3.219  0.365
H 2.611 4.640 0.359  0.146
H 5.745 -4.637 -3.424  0.473
C -3.663 -5.566 0.079  -1.975
H -0.511 2.121 -3.757  0.414
H -3.831 0.433 1.026  0.181
H 4.032 -5.151 -3.433  0.336
H 4.014 1.467 1.175  0.320
H 0.620 1.885 5.381  0.440
H 4.913 5.738 0.467  0.247
H -2.590 -5.682 -0.076  0.441
H 4.805 -2.690 -0.908  0.414
N 3.171 1.451 0.619  -0.091
H 5.386 0.668 3.915  0.336
H 1.221 0.437 7.476  0.392
H -7.465 3.087 -0.906  0.369
H 6.837 3.879 4.392  0.357
H 6.810 1.507 3.607  0.270
H -3.918 -6.624 0.018  0.416
C 3.167 5.217 1.098  -0.512
C -4.136 -3.892 -3.458  2.342
C -3.567 2.578 0.858  2.471
C 5.237 2.785 4.257  -0.248
H 4.274 -2.796 -3.825  0.403
H 6.410 -6.795 -2.263  0.340
H -2.419 1.086 1.873  0.069
C 4.811 -4.647 -2.862  -0.839
H -1.280 -0.872 6.990  0.274
H -2.775 -3.387 -5.275  0.414
H 1.795 4.940 2.777  0.378
C 5.339 1.972 -2.212  -0.110
O 5.061 -5.280 -1.587  -0.319
N -1.106 -0.031 6.458  -0.752
H 1.285 1.114 4.142  0.007
C -5.557 -3.832 -3.930  -2.067
H -6.134 -4.732 -3.717  0.385
C -4.050 -2.064 -1.611  0.043
O 5.432 1.743 2.107  -0.509
O 4.533 4.923 0.802  -0.424
H -4.089 -1.685 -3.594  0.260
C -5.690 4.324 1.741  -1.332
H -3.588 -1.150 -1.240  0.036
H -3.005 4.654 1.124  0.543
H 2.525 0.173 2.178  -0.027
C -0.418 1.128 -3.317  -1.024
H -0.522 1.315 4.219  -0.013
H -2.605 -3.247 -0.468  0.189
H 1.767 -1.430 -4.404  0.538
N -4.852 2.744 0.204  0.539
H 1.288 -1.341 7.058  0.356
H 0.878 -2.976 -0.725  0.539
C 1.319 -0.315 6.693  -0.921
C 5.637 2.605 -3.565  -0.750
C -2.675 1.150 -4.066  -0.886
N -3.799 -4.904 -2.362  0.239
H 3.928 -0.509 7.410  0.385
H -5.821 -3.629 -4.968  0.482
H -2.772 3.203 -0.987  0.645
H -2.364 1.488 -0.717  0.070
H 7.091 -5.546 -1.165  0.291
H 5.708 2.659 2.024  0.300
H -0.182 -2.564 0.591  0.267
H 6.167 1.264 -2.176  0.270
C -4.456 4.132 2.622  -0.956
H -2.534 0.864 -5.108  0.251
C -3.651 -2.479 -2.990  -1.204
O 5.991 3.954 3.946  -0.548
H -5.131 -2.028 -1.472  0.219
H 2.476 0.358 -4.524  0.246
C -7.008 3.852 -0.279  -1.907
H 5.853 -6.768 -0.652  0.262
H -3.582 0.657 -3.716  0.096
H -4.085 1.263 2.550  0.483
H 4.567 1.256 -3.891  0.311
C 2.835 4.750 2.513  0.544
C -6.069 3.191 0.825  1.341
H 3.450 -1.326 0.776  0.317
H -4.034 -3.060 0.388  0.509
C -6.873 2.052 1.401  -1.628
H -6.044 -3.006 -3.412  0.351
O -1.716 0.671 -3.129  0.465
N 2.849 -3.188 -2.305  -0.253
H 2.415 -4.029 -2.659  0.240
O -3.988 -6.179 -2.724  -0.503
H -4.325 3.336 3.355  0.484
C 1.016 -1.010 -3.735  -1.179
C 4.987 -2.195 -1.863  -0.971
C 2.545 -0.911 0.331  -0.177
H 6.643 3.003 -3.697  0.351
C 0.385 1.028 4.751  -0.812
C 2.266 0.406 1.145  0.973
H 0.147 -1.114 5.136  0.211
O 3.613 5.452 3.564  -0.571
H -4.078 5.084 2.995  0.345
H -0.054 0.104 -5.166  0.091
H 0.238 -1.705 -3.417  0.318
O 5.245 1.619 -4.465  -0.623
H 2.733 -0.758 -0.732  -0.259
H 4.991 3.450 -3.805  0.276
H 2.758 2.320 0.928  -0.495
H 0.855 2.039 1.610  0.512
H -1.463 2.800 0.072  0.335
H -7.907 2.296 1.645  0.446
H -4.738 2.102 -1.555  0.303

Computed properties:
- charge = 0
- gap between HOMO and LUMO (eV) = 8.19
- LUMO (Ha) = 0.00959
- SMILES string = CC1(C)CCCC(C)(C)N1O.CC1(C)CCCC(C)(C)N1O.COC[C@H](C)N.COC[C@H](C)N.COC[C@H](C)N.COC[C@H](C)N.OCCO.OCCO.OCCO